No. 1
DFT (ωB97M-V/def2-TZVPD) results for a structure of composition C21H25BBrN7O2Rh in a non-equilibrium geometry.

M = 601.10 u
Total charge = +1
HOMO-LUMO gap (spin up / spin down) = 6.38 / 6.38 eV

Element x y z (Å)
Rh1 -0.3890 -1.1120 -0.0001
C1 2.7509 -3.3038 0.0000
C2 2.9072 -1.8305 0.0000
C3 4.1058 -1.1219 0.0001
C4 3.7542 0.2198 0.0001
C5 4.6605 1.3905 0.0002
N1 2.4097 0.2858 -0.0001
N2 1.8913 -0.9569 -0.0001
B1 1.5428 1.5511 -0.0001
N3 0.6502 1.4819 1.2558
N4 -0.0083 0.3620 1.5582
C6 -0.7401 0.5562 2.6565
C7 -1.6129 -0.5262 3.1785
C8 -0.5056 1.8530 3.1065
C9 0.3834 2.4152 2.1896
C10 1.0073 3.7578 2.2097
N5 0.6503 1.4819 -1.2560
N6 -0.0084 0.3620 -1.5585
C11 -0.7402 0.5563 -2.6566
C12 -1.6132 -0.5262 -3.1786
C13 -0.5056 1.8529 -3.1065
C14 0.3833 2.4151 -2.1899
C15 1.0073 3.7578 -2.2099
H1 3.7349 -3.7644 0.0001
H2 2.2082 -3.6379 -0.8830
H3 2.2080 -3.6379 0.8830
H4 5.0962 -1.5255 0.0002
H5 5.6894 1.0415 0.0003
H6 4.4974 2.0106 0.8798
H7 4.4976 2.0106 -0.8795
H8 2.1886 2.5293 -0.0001
H9 -1.4553 -1.4251 2.5693
H10 -2.6577 -0.2244 3.1130
H11 -1.3879 -0.7549 4.2181
H12 -0.9240 2.3318 3.9679
H13 0.6637 4.3148 3.0757
H14 0.7589 4.3215 1.3125
H15 2.0913 3.6641 2.2574
H16 -1.4555 -1.4251 -2.5695
H17 -1.3883 -0.7548 -4.2182
H18 -2.6579 -0.2243 -3.1128
H19 -0.9242 2.3319 -3.9680
H20 0.6637 4.3147 -3.0759
H21 2.0913 3.6641 -2.2577
H22 0.7590 4.3215 -1.3127
Br1 -0.5418 -4.4005 -0.0001
C16 -2.3015 -3.6958 -0.0001
C17 -3.4394 -4.4833 -0.0001
C18 -4.6696 -3.8356 -0.0001
C19 -4.7035 -2.4483 -0.0001
C20 -3.5038 -1.7556 -0.0001
N7 -2.3239 -2.3688 -0.0001
C21 -3.4459 -0.2056 0.0000
O1 -4.5028 0.3938 0.0000
O2 -2.2807 0.2534 0.0000
H23 -3.3588 -5.5604 -0.0001
H24 -5.5824 -4.4147 -0.0001
H25 -5.6233 -1.8827 0.0000


No. 2
DFT (ωB97M-V/def2-TZVPD) results for an isolated molecule of C21H25BrN2O3.

M = 433.35 u
HOMO-LUMO gap = 8.75 eV
ΔE to the lowest compared entry with this formula, charge and spin = 0.0 kJ/mol

Element x y z (Å)
O1 -0.2280 3.0242 -0.3686
C1 -0.0383 2.1919 0.5077
C2 -1.1866 1.3647 1.0471
C3 -1.8217 0.6064 -0.1536
C4 -1.4304 -0.8488 -0.1564
C5 -0.9015 -1.4154 -1.3096
C6 -0.5161 -2.7447 -1.3361
C7 -0.6549 -3.5293 -0.2050
C8 -1.1886 -2.9786 0.9477
C9 -1.5731 -1.6500 0.9722
C10 -3.3174 0.8481 -0.2065
C11 -4.2347 -0.1640 0.0237
C12 -5.5916 0.0916 -0.0354
Br1 -6.8175 -1.3331 0.2959
C13 -6.0695 1.3550 -0.3304
C14 -5.1628 2.3653 -0.5687
C15 -3.7857 2.1379 -0.5136
O2 -3.0018 3.2000 -0.7710
N1 1.1679 1.9303 1.0314
C16 2.4011 2.3859 0.4331
C17 3.0430 1.2168 -0.3340
N2 3.1760 0.0854 0.5753
C18 2.5411 -1.1488 0.1388
C19 3.3768 -1.8906 -0.9105
O3 4.6755 -2.1557 -0.4250
C20 5.3339 -0.9623 -0.0567
C21 4.5363 -0.1962 1.0071
H1 -0.8466 0.6713 1.8140
H2 -1.9209 2.0380 1.4945
H3 -1.4121 1.0467 -1.0739
H4 -0.7918 -0.8097 -2.1987
H5 -0.1063 -3.1658 -2.2422
H6 -0.3544 -4.5659 -0.2223
H7 -1.3107 -3.5870 1.8316
H8 -1.9984 -1.2379 1.8765
H9 -3.8916 -1.1633 0.2414
H10 -7.1302 1.5458 -0.3760
H11 -5.4983 3.3616 -0.8084
H12 -2.0358 3.0425 -0.6858
H13 1.2828 1.1365 1.6445
H14 3.0711 2.7323 1.2235
H15 2.1658 3.2110 -0.2405
H16 4.0053 1.5400 -0.7434
H17 2.3902 0.9546 -1.1707
H18 1.5458 -0.9342 -0.2536
H19 2.4353 -1.7909 1.0194
H20 2.9334 -2.8596 -1.1437
H21 3.4390 -1.2905 -1.8327
H22 6.3097 -1.2607 0.3289
H23 5.4787 -0.3295 -0.9474
H24 5.0368 0.7403 1.2565
H25 4.4718 -0.8117 1.9097


No. 3
DFT (ωB97M-V/def2-TZVPD) results for a structure of composition C21H25IrN5OS2 in a non-equilibrium geometry.

M = 619.82 u
Total charge = +2
HOMO-LUMO gap (spin up / spin down) = 7.11 / 4.86 eV
⟨S²⟩ = 0.766
2S+1 = 2

Element x y z (Å)
Ir1 0.5300 0.2817 -0.3779
C1 1.7741 1.7179 2.0681
N1 0.8730 0.5796 1.6659
C2 1.5135 -0.6775 2.1549
C3 0.9333 -1.8800 1.4555
N2 1.1898 -1.7771 -0.0175
C4 0.3665 -2.8074 -0.7090
C5 2.6060 -1.9530 -0.3537
C6 3.2344 -3.1766 -0.2426
C7 4.5777 -3.2952 -0.5942
C8 5.2944 -2.1978 -1.0573
C9 4.6808 -0.9649 -1.1572
C10 3.3332 -0.8395 -0.7948
S1 2.5947 0.7233 -0.8395
C11 -0.4489 0.9185 2.2425
C12 -0.8985 0.4871 3.4768
C13 -2.0938 0.9987 3.9695
C14 -2.7975 1.9477 3.2437
C15 -2.3418 2.3694 2.0000
C16 -1.1633 1.8451 1.4834
S2 -0.5693 2.3153 -0.1266
H1 1.8562 1.7044 3.1548
H2 1.3365 2.6555 1.7408
H3 2.7588 1.5909 1.6259
H4 1.4382 -0.7538 3.2381
H5 2.5745 -0.5905 1.9186
H6 -0.1513 -1.9079 1.5821
H7 1.3437 -2.8097 1.8552
H8 0.5461 -3.7935 -0.2802
H9 0.6257 -2.8209 -1.7630
H10 -0.6844 -2.5562 -0.5787
H11 2.6982 -4.0466 0.1125
H12 5.0652 -4.2567 -0.5068
H13 6.3338 -2.3058 -1.3344
H14 5.2280 -0.0999 -1.5096
H15 -0.3503 -0.2320 4.0701
H16 -2.4608 0.6629 4.9291
H17 -3.7112 2.3635 3.6464
H18 -2.8928 3.1089 1.4321
C17 -0.3724 -0.9926 -5.0003
N3 -1.2665 -0.7547 -3.8562
C18 -2.6295 -0.8106 -3.9634
C19 -3.4409 -0.5446 -2.9189
C20 -2.8336 -0.1933 -1.6753
N4 -1.4989 -0.1965 -1.5826
C21 -0.7382 -0.4492 -2.6502
O1 0.5092 -0.3717 -2.4527
N5 -3.5388 0.1345 -0.6034
H19 -0.9839 -1.1293 -5.8864
H20 0.2264 -1.8829 -4.8236
H21 0.2815 -0.1345 -5.1305
H22 -3.0102 -1.0652 -4.9424
H23 -4.5136 -0.5795 -3.0313
H24 -4.5437 0.1740 -0.6363
H25 -3.0670 0.4802 0.2199


Number 1: energy -110430.6393 eV. Number 2: energy -101348.5332 eV. Number 3: energy -56177.8967 eV.